Record 1
Molecular formula: C24H24N4SV
Method: DFT, wB97M-V/def2-TZVPD

Computed properties:
* expectation value of S²: 3.845
* LUMO (spin up / spin down): -0.195 / -0.626 eV
* total energy: -67757.9420 eV
* frontier orbital gap (spin up / spin down): 0.2262 / 0.2224 hartree
* spin multiplicity: 4
* total charge: 0
* F_max: 0.2 eV Å⁻¹

Cartesian coordinates (Å):
1 V 0.906 0.805 -1.028
2 C 5.445 -2.192 0.796
3 C 4.250 -2.903 0.173
4 N 2.974 -2.493 0.732
5 C 2.341 -1.318 0.465
6 S 2.847 -0.455 -1.008
7 N 1.418 -0.961 1.294
8 N 0.749 0.263 0.961
9 C 1.249 1.392 1.740
10 C 1.790 1.151 3.116
11 C 1.226 2.578 1.088
12 C 1.604 3.849 1.686
13 C 1.461 4.996 0.998
14 C 0.954 4.989 -0.348
15 C 0.679 3.796 -0.912
16 N 0.823 2.595 -0.266
17 H 6.376 -2.546 0.352
18 H 5.375 -1.116 0.633
19 H 5.487 -2.375 1.871
20 H 4.225 -2.729 -0.902
21 H 4.330 -3.980 0.319
22 H 2.711 -2.885 1.624
23 H 2.877 1.025 3.114
24 H 1.550 1.978 3.785
25 H 1.370 0.241 3.539
26 H 1.992 3.853 2.694
27 H 1.735 5.936 1.461
28 H 0.816 5.904 -0.904
29 H 0.322 3.730 -1.935
30 C -5.590 -1.009 -3.468
31 C -5.259 -0.714 -2.152
32 C -3.946 -0.446 -1.801
33 C -2.934 -0.466 -2.763
34 C -3.285 -0.740 -4.086
35 C -4.597 -1.018 -4.437
36 C -1.524 -0.158 -2.453
37 C -0.863 -0.187 -1.280
38 C -1.256 -0.747 -0.007
39 C -0.763 0.055 1.166
40 C -1.106 -0.522 2.496
41 C -1.700 -1.726 2.607
42 C -2.040 -2.500 1.457
43 C -1.818 -1.996 0.184
44 H -6.617 -1.220 -3.738
45 H -6.029 -0.687 -1.392
46 H -3.704 -0.210 -0.774
47 H -2.513 -0.740 -4.847
48 H -4.844 -1.238 -5.467
49 H -0.972 0.175 -3.335
50 H -1.144 1.082 1.092
51 H -0.869 0.063 3.375
52 H -1.932 -2.120 3.589
53 H -2.484 -3.478 1.583
54 H -2.092 -2.582 -0.686

Atomic partial charges in e from the natural (NBO) method, atoms 1 to 4:
1. V 1.33
2. C -0.62
3. C -0.22
4. N -0.60



Record 2
Molecular formula: C24H25Br2F32NO4P
Method: DFT, wB97M-V/def2-TZVPD

Computed properties:
* relative energy (zero: lowest compared OMol25 entry of this formula, charge and spin): 8.2 kcal/mol
* LUMO: -4.105 eV
* total energy: -271298.5089 eV
* frontier orbital gap: 0.3287 hartree
* total charge: +1
* F_max: 0.9 eV Å⁻¹

Cartesian coordinates (Å):
1 C -1.500 2.075 6.175
2 C -1.450 1.923 4.692
3 Br -2.808 2.875 3.825
4 C -0.536 1.199 4.009
5 Br -0.603 1.119 2.113
6 P 0.707 0.302 4.914
7 C 2.260 -0.150 3.995
8 N 2.491 0.452 2.701
9 H -2.515 2.190 6.529
10 H -1.012 1.270 6.715
11 H -0.963 2.994 6.413
12 H 1.094 0.963 6.079
13 H 0.115 -0.885 5.362
14 H 3.094 0.129 4.638
15 H 2.300 -1.232 3.915
16 H 2.245 1.431 2.652
17 H 2.027 -0.073 1.972
18 C -3.898 0.709 -3.024
19 C -4.200 2.202 -3.244
20 C -3.397 2.933 -4.322
21 F -2.080 2.939 -4.031
22 F -3.813 4.217 -4.378
23 F -4.108 2.856 -2.063
24 F -5.505 2.272 -3.631
25 O -3.052 0.364 -1.936
26 C -1.687 0.337 -2.062
27 C -1.025 1.360 -1.136
28 F -1.434 2.609 -1.410
29 F 0.320 1.320 -1.287
30 F -1.288 0.485 -3.335
31 F -1.271 -0.887 -1.654
32 H -4.856 0.266 -2.753
33 H -3.597 0.214 -3.946
34 H -3.551 2.473 -5.302
35 H -1.271 1.135 -0.090
36 C -8.393 4.204 -0.533
37 C -8.492 2.776 0.035
38 C -8.609 1.626 -0.967
39 F -9.728 1.717 -1.708
40 F -8.661 0.451 -0.293
41 F -9.497 2.717 0.932
42 F -7.331 2.554 0.724
43 O -9.570 4.989 -0.556
44 C -10.452 4.930 -1.614
45 C -11.830 4.427 -1.177
46 F -11.740 3.191 -0.647
47 F -12.642 4.366 -2.255
48 F -9.954 4.209 -2.638
49 F -10.612 6.194 -2.064
50 H -7.743 4.733 0.163
51 H -7.874 4.222 -1.492
52 H -7.739 1.605 -1.630
53 H -12.261 5.101 -0.433
54 C 8.125 -1.248 3.274
55 C 7.748 -2.576 3.964
56 C 7.729 -3.824 3.070
57 F 6.802 -3.689 2.100
58 F 7.401 -4.910 3.806
59 F 6.562 -2.439 4.606
60 F 8.688 -2.793 4.921
61 O 7.060 -0.388 2.867
62 C 6.455 -0.596 1.646
63 C 4.974 -0.936 1.811
64 F 4.791 -2.050 2.558
65 F 4.418 -1.172 0.593
66 F 7.132 -1.519 0.936
67 F 6.516 0.563 0.954
68 H 8.658 -0.671 4.028
69 H 8.840 -1.408 2.469
70 H 8.711 -3.998 2.622
71 H 4.419 -0.124 2.294
72 C 3.762 -4.231 -3.621
73 C 4.605 -3.736 -4.810
74 C 5.683 -4.676 -5.354
75 F 6.623 -4.943 -4.426
76 F 6.296 -4.077 -6.401
77 F 5.142 -2.534 -4.509
78 F 3.731 -3.535 -5.837
79 O 4.120 -3.779 -2.324
80 C 5.063 -4.437 -1.570
81 C 6.272 -3.548 -1.277
82 F 6.872 -3.150 -2.415
83 F 7.184 -4.251 -0.554
84 F 5.421 -5.608 -2.129
85 F 4.484 -4.729 -0.380
86 H 2.776 -3.798 -3.782
87 H 3.618 -5.310 -3.648
88 H 5.241 -5.614 -5.701
89 H 5.972 -2.664 -0.718

Atomic partial charges in e from the Löwdin method, atoms 1 to 4:
1. C -0.14
2. C -0.83
3. Br 0.87
4. C -0.89



Record 3
Molecular formula: C24H25BrF6N4O3PdS
Method: DFT, wB97M-V/def2-TZVPD

Computed properties:
* relative energy (zero: lowest compared OMol25 entry of this formula, charge and spin): 0.0 kcal/mol
* LUMO: -9.009 eV
* total energy: -138041.4321 eV
* frontier orbital gap: 0.1726 hartree
* total charge: +2
* F_max: 1.1 eV Å⁻¹

Cartesian coordinates (Å):
1 Pd 0.685 0.629 -0.190
2 O -2.616 4.864 1.043
3 C -1.417 4.790 1.733
4 C -1.200 5.431 2.938
5 C 0.017 5.257 3.581
6 C 1.006 4.450 3.030
7 C 0.783 3.819 1.818
8 C -0.427 3.999 1.158
9 C -0.655 3.362 -0.215
10 O 0.291 2.642 -0.749
11 N -1.891 2.443 0.153
12 N -1.727 1.230 0.270
13 C -2.812 0.444 0.717
14 C -2.588 -0.737 1.322
15 Br -0.871 -1.196 1.847
16 C -3.765 -1.568 1.560
17 C -3.918 -2.889 1.896
18 C -5.275 -3.318 2.126
19 C -5.549 -4.608 2.472
20 C -4.492 -5.523 2.563
21 C -3.162 -5.155 2.310
22 C -2.861 -3.863 1.989
23 H -3.184 5.547 1.419
24 H -1.970 6.057 3.374
25 H 0.192 5.760 4.522
26 H 1.953 4.330 3.535
27 H 1.554 3.224 1.342
28 H -1.127 4.083 -0.900
29 H -2.759 2.931 0.438
30 H -3.817 0.805 0.523
31 H -4.693 -1.020 1.418
32 H -6.073 -2.593 2.035
33 H -6.564 -4.928 2.663
34 H -4.709 -6.551 2.828
35 H -2.380 -5.899 2.366
36 H -1.843 -3.587 1.773
37 C 2.063 -2.641 -2.582
38 C 1.273 -2.378 -1.295
39 O 0.840 -1.078 -1.274
40 C 0.034 -3.310 -1.334
41 F -0.831 -2.874 -2.256
42 F 0.322 -4.579 -1.617
43 F -0.643 -3.323 -0.153
44 C 2.168 -2.755 -0.083
45 F 3.419 -2.319 -0.261
46 F 2.229 -4.074 0.113
47 F 1.722 -2.209 1.069
48 H 1.397 -2.508 -3.432
49 H 2.490 -3.643 -2.614
50 H 2.863 -1.906 -2.639
51 C 5.401 0.056 -1.967
52 N 4.285 0.826 -2.491
53 C 4.248 1.279 -3.888
54 C 2.907 2.035 -3.980
55 N 2.357 1.853 -2.633
56 C 3.185 1.181 -1.849
57 S 2.903 0.841 -0.180
58 H 6.282 0.687 -1.855
59 H 5.632 -0.757 -2.655
60 H 5.132 -0.365 -1.002
61 H 4.284 0.412 -4.548
62 H 5.107 1.912 -4.103
63 H 2.245 1.613 -4.733
64 H 3.048 3.093 -4.191
65 H 1.506 2.274 -2.276

Atomic partial charges in e from the natural (NBO) method, atoms 1 to 4:
1. Pd 0.84
2. O -0.73
3. C 0.37
4. C -0.30



Record 4
Molecular formula: C24H25F5NOPd
Method: DFT, wB97M-V/def2-TZVPD

Computed properties:
* expectation value of S²: 6.024
* LUMO (spin up / spin down): -2.506 / -6.635 eV
* total energy: -45886.2205 eV
* frontier orbital gap (spin up / spin down): 0.3015 / 0.1496 hartree
* spin multiplicity: 5
* total charge: +1
* F_max: 2.1 eV Å⁻¹

Cartesian coordinates (Å):
1 C 2.083 -0.005 1.565
2 C 2.298 -0.575 0.266
3 C 2.183 0.437 -0.689
4 H 2.523 -1.613 0.059
5 C 1.812 1.631 -0.055
6 C 1.780 1.405 1.356
7 H 1.647 2.564 -0.569
8 C -1.311 -1.598 1.622
9 C -0.184 -2.287 0.985
10 C -0.406 -2.296 -0.409
11 H 0.601 -2.797 1.515
12 C -1.592 -1.564 -0.707
13 C -2.162 -1.150 0.526
14 H 2.394 0.345 -1.745
15 H 1.734 2.125 2.163
16 H 2.249 -0.453 2.539
17 H -3.118 -0.657 0.657
18 H 0.230 -2.743 -1.170
19 H -1.585 -1.700 2.671
20 Pd -0.118 0.209 1.522
21 C -2.246 -1.445 -2.081
22 C -3.636 -2.096 -1.933
23 C -1.487 -2.204 -3.172
24 H -3.493 -3.150 -1.645
25 H -4.212 -2.077 -2.872
26 H -4.233 -1.614 -1.141
27 H -1.327 -3.258 -2.900
28 H -0.515 -1.707 -3.323
29 H -2.064 -2.144 -4.118
30 C -2.403 0.051 -2.650
31 C -1.222 0.663 -3.434
32 H -2.568 0.756 -1.802
33 H -3.299 0.061 -3.329
34 O -0.070 0.276 -3.200
35 N -1.414 1.650 -4.403
36 C -0.347 2.687 -4.534
37 H -2.331 2.060 -4.540
38 C 1.009 2.054 -4.575
39 C 2.101 2.653 -3.921
40 H 1.920 3.511 -3.290
41 C 3.380 2.105 -4.056
42 H 4.242 2.595 -3.584
43 C 3.588 0.939 -4.819
44 H 4.599 0.534 -4.961
45 C 2.477 0.300 -5.408
46 H 2.608 -0.628 -5.986
47 C 1.203 0.847 -5.282
48 H 0.346 0.331 -5.691
49 H -0.456 3.344 -3.653
50 H -0.487 3.347 -5.425
51 F -1.891 2.165 2.580
52 C -1.509 1.829 1.283
53 F -2.667 1.513 0.574
54 C -1.066 3.139 0.574
55 F -2.037 4.052 0.817
56 F 0.094 3.688 0.977
57 F -0.990 2.958 -0.790

Atomic partial charges in e from the natural (NBO) method, atoms 1 to 4:
1. C -0.36
2. C -0.13
3. C -0.09
4. H 0.24